The following is a quantum chemistry calculation of a molecular structure, C7H4Cl2F15MgO15S5 in a non-equilibrium geometry, from the OMol25 dataset.

Positions of all 49 atoms, in Å:
Mg: 0.150 -0.235 0.412
C: 0.073 4.043 0.573
F: -1.008 3.562 -0.070
F: 0.998 4.255 -0.372
F: -0.217 5.204 1.174
S: 0.764 2.787 1.804
O: 0.454 1.478 1.214
O: 2.195 3.067 1.895
O: 0.089 3.091 3.068
C: -0.879 -2.183 4.087
F: 0.445 -2.165 4.172
F: -1.234 -3.268 3.383
F: -1.422 -2.326 5.304
S: -1.471 -0.595 3.288
O: -0.929 0.445 4.146
O: -0.915 -0.653 1.928
O: -2.921 -0.669 3.303
C: 1.096 1.989 -3.255
F: 0.745 1.281 -4.337
F: 1.782 3.072 -3.631
F: -0.028 2.386 -2.645
S: 2.134 0.936 -2.013
O: 2.970 1.880 -1.289
O: 1.066 0.329 -1.201
O: 2.863 0.024 -2.885
C: 3.323 -2.469 2.711
F: 3.057 -1.764 3.800
F: 4.615 -2.867 2.793
F: 2.585 -3.569 2.632
S: 3.180 -1.389 1.155
O: 3.492 -2.220 0.009
O: 1.787 -0.946 1.167
O: 4.159 -0.350 1.417
C: -1.745 -3.325 -2.197
F: -1.637 -4.177 -3.208
F: -2.407 -2.234 -2.592
F: -2.445 -3.922 -1.220
S: -0.029 -2.867 -1.531
O: 0.693 -2.358 -2.684
O: -0.365 -1.859 -0.517
O: 0.487 -4.105 -0.973
Cl: -1.830 0.750 -1.025
C: -3.039 1.923 -1.661
C: -3.583 1.344 -2.956
Cl: -2.461 1.396 -4.337
H: -2.446 2.807 -1.883
H: -3.822 2.053 -0.921
H: -4.367 2.061 -3.221
H: -4.003 0.354 -2.811

The calculation puts the relative energy (zero: lowest compared OMol25 entry of this formula, charge and spin) at 56.0 kJ/mol. As for the net charge: -3. The molar mass is 868.61 Da. Its HOMO-LUMO gap is 7.4 eV.

---

The following is a quantum chemistry calculation of 2 unconnected molecules or ions with the total composition C4H12S2 in a non-equilibrium geometry, from the OMol25 dataset.

Positions of all 18 atoms, in Å:
C: -2.706 -1.144 -0.512
C: -1.773 -0.058 -0.001
S: -2.192 1.625 -0.585
H: -3.040 -0.936 -1.530
H: -3.581 -1.227 0.131
H: -2.180 -2.099 -0.517
H: -1.752 -0.080 1.076
H: -0.758 -0.227 -0.344
H: -1.989 2.248 0.581
C: 1.850 1.461 -0.343
S: 3.386 0.542 0.075
C: 2.636 -0.984 0.717
H: 1.085 0.893 0.173
H: 1.697 1.337 -1.396
H: 1.848 2.496 -0.068
H: 3.376 -1.534 1.287
H: 1.804 -0.733 1.371
H: 2.288 -1.580 -0.115

Its SMILES is CCS.CSC. The calculation puts the relative energy (zero: lowest compared OMol25 entry of this formula, charge and spin) at 49.5 kJ/mol. As for the net charge: 0. The molar mass is 124.27 Da. Its HOMO-LUMO gap is 9.2 eV.